*a*
The following is a quantum chemistry calculation of CH2N2O2S2 as an isolated structure, from OMol25.

```
9
Properties=species:S:1:pos:R:3:lowdin_charge:R:1
S -0.68285 1.54866 -0.09863 0.82
S 0.11189 -0.42504 -0.12107 0.38
O -0.25845 -0.96036 1.16625 -0.32
O -0.17319 -1.00966 -1.40219 -0.29
N -2.95496 -0.10779 0.00640 0.14
N 1.68188 -0.03143 0.06697 -0.11
C -2.04529 0.57764 0.09457 -0.76
H 1.90042 0.65539 0.80231 0.09
H 2.42056 -0.24740 -0.51461 0.05
```

Summary:
M in g mol⁻¹: 138.2
Net charge: 0
Orbital gap in eV: 10.05
LUMO level in eV: -0.5

*b*
The following is a quantum chemistry calculation of a 2-piece molecular cluster, CH2N2O2S2 overall, from OMol25.

```
9
Properties=species:S:1:pos:R:3:lowdin_charge:R:1
S 1.58246 1.01016 -0.05137 0.84
S 1.11915 -1.11077 -1.96108 0.72
O -0.66392 0.97386 1.28397 0.06
O 2.50853 0.12131 0.59791 -0.51
N -2.82319 -0.00603 1.27431 0.18
N 1.01711 0.39313 -1.35219 -0.84
C -1.71267 0.47642 1.16382 -0.37
H -3.24996 -0.36235 0.43359 0.08
H 2.22251 -1.49572 -1.38897 -0.17
```

Summary:
M in g mol⁻¹: 138.2
Net charge: 0
Orbital gap (alpha / beta) in eV: 8.73 / 8.73
LUMO level (alpha / beta) in eV: -0.3 / -0.3

*c*
The following is a quantum chemistry calculation of a single CH2N2O2S2 molecule, from OMol25.

```
9
Properties=species:S:1:pos:R:3:lowdin_charge:R:1
S 0.08403 -0.21586 0.20379 0.33
S -0.97898 1.47160 -0.54570 0.77
O -0.88739 -1.21217 0.29724 -0.31
O 1.22750 -0.39451 -0.65578 -0.33
N -1.19653 -0.29579 -2.90259 0.13
N 0.59282 0.24161 1.73213 -0.07
C -1.06831 0.34620 -1.95333 -0.63
H 0.80159 -0.57438 2.32238 0.10
H 1.42526 0.63330 1.50184 0.01
```

Summary:
M in g mol⁻¹: 138.2
Net charge: 0
Orbital gap in eV: 10.06
SMILES string: N#CSS(N)(=O)=O
LUMO level in eV: -0.7

Compare the structures above. Which one is the most stable? *b* is.